Computed, not measured: a 2-piece molecular cluster, C2H6OS overall, with ωB97M-V/def2-TZVPD.

Computed properties:
HOMO-LUMO gap   9.4 eV
HOMO level   -9.8 eV
Energy   -553.12509 Ha
2S+1   1
SMILES   CC=O.S
Relative energy (zero: lowest compared OMol25 entry of this formula, charge and spin)   2.131 eV

Last column: Löwdin charge in e.
Element x y z (Å)
C 1.586 -0.458 -0.316  -0.0591
C 1.444 0.738 0.586  -0.3273
O 2.322 1.504 0.888  0.0367
H 0.700 -0.530 -0.935  0.0363
H 2.556 -0.431 -0.798  0.0804
H 1.602 -1.329 0.359  0.0891
H 0.496 0.861 1.152  0.1124
S -2.335 -0.652 -0.412  0.4240
H -3.397 -0.348 -1.169  -0.1922
H -1.252 -1.415 -0.155  -0.2003